Record 1
Below is a 2-piece molecular cluster, C4H9N2 overall, with properties calculated with ωB97M-V/def2-TZVPD.

Its relative energy (zero: lowest compared OMol25 entry of this formula, charge and spin) is 81.34 kcal per mole. As for the largest force on an atom: 0.0641 hartree/bohr. Its total charge is +1.

Geometry (Å):
C  1.535  -1.312  -1.644
C  0.693  -0.925  -0.864
C  -0.102  -0.770  1.600
C  -0.311  -0.574  0.097
N  0.338  1.666  -0.051
N  -1.430  -0.256  -0.492
H  2.179  -1.216  -2.458
H  -0.910  -1.449  1.739
H  -0.243  0.108  2.197
H  0.793  -1.316  1.968
H  1.267  1.902  0.086
H  -0.165  2.411  0.396
H  -1.470  -0.217  -1.586
H  -2.298  0.150  -0.013
H  0.124  1.799  -0.976

=====

Record 2
Below is a 6-piece molecular cluster, C39H65Cl2N10O5 overall, with properties calculated with ωB97M-V/def2-TZVPD.

As for the largest force on an atom: 0.0707 hartree/bohr. The value obtained for the total energy is -91669.076 eV. Its total charge is +1.

Geometry (Å):
C  3.629  -5.137  -0.677
C  2.098  -5.221  -0.559
O  1.435  -5.162  -1.816
C  0.438  -4.163  -1.832
C  1.136  -2.819  -2.081
O  0.220  -1.711  -2.227
C  0.151  -0.885  -1.127
C  -0.017  -1.511  0.282
C  0.843  -0.864  1.398
O  0.737  -1.716  2.531
N  1.118  0.246  -1.036
C  2.380  0.142  -1.754
O  2.216  0.122  -3.197
N  3.262  0.863  -3.779
O  3.087  0.971  -4.924
C  0.507  1.404  -1.564
N  0.820  2.623  -1.318
C  1.905  2.994  -0.414
Cl  1.265  4.011  0.890
C  3.088  3.632  -1.202
C  3.063  5.166  -1.167
Cl  4.644  3.009  -0.578
N  -0.554  0.986  -2.367
C  -1.157  -0.014  -1.418
C  -1.669  0.894  -0.257
C  -2.329  -0.684  -2.088
C  -3.021  -0.020  -3.096
C  -4.089  -0.705  -3.595
C  -4.461  -1.963  -3.199
N  -3.799  -2.597  -2.241
C  -2.789  -1.926  -1.728
H  4.014  -4.530  0.147
H  4.101  -6.113  -0.558
H  3.969  -4.655  -1.593
H  1.788  -4.391  0.088
H  1.854  -6.148  -0.031
H  -0.231  -4.362  -2.670
H  -0.124  -4.164  -0.894
H  1.828  -2.639  -1.248
H  1.756  -2.864  -2.977
H  -1.050  -1.476  0.634
H  0.258  -2.565  0.326
H  1.903  -0.852  1.148
H  0.452  0.110  1.715
H  -0.107  -1.549  2.966
H  3.093  0.934  -1.528
H  2.882  -0.792  -1.483
H  0.288  3.371  -1.750
H  2.302  2.090  0.042
H  3.046  3.331  -2.250
H  3.753  5.567  -1.908
H  2.043  5.479  -1.398
H  3.376  5.517  -0.186
H  -0.269  0.618  -3.271
H  -1.950  1.872  -0.643
H  -1.012  0.952  0.613
H  -2.604  0.459  0.105
H  -2.754  0.972  -3.427
H  -4.687  -0.224  -4.364
H  -5.326  -2.431  -3.657
H  -2.254  -2.423  -0.919
C  -1.424  3.649  4.142
C  -1.002  3.309  5.567
C  0.185  2.341  5.623
C  -0.155  1.069  4.972
N  -0.421  0.069  4.464
H  -1.764  2.762  3.603
H  -2.249  4.361  4.149
H  -0.597  4.094  3.584
H  -1.852  2.878  6.099
H  -0.731  4.228  6.089
H  0.460  2.138  6.658
H  1.054  2.770  5.121
C  -8.188  -1.795  -1.692
C  -9.485  -1.824  -2.489
C  -9.836  -3.228  -2.993
C  -8.770  -3.722  -3.875
N  -7.927  -4.111  -4.560
H  -7.337  -2.096  -2.303
H  -7.986  -0.789  -1.332
H  -8.247  -2.464  -0.828
H  -9.400  -1.141  -3.339
H  -10.301  -1.455  -1.864
H  -10.774  -3.212  -3.549
H  -9.952  -3.918  -2.156
C  5.911  -1.739  3.206
C  6.642  -2.798  2.394
C  6.925  -2.359  0.952
C  5.671  -2.085  0.241
N  4.681  -1.870  -0.311
H  4.923  -1.521  2.787
H  5.763  -2.082  4.225
H  6.481  -0.813  3.240
H  6.053  -3.717  2.389
H  7.590  -3.028  2.884
H  7.463  -3.142  0.415
H  7.539  -1.458  0.939
C  6.939  2.502  4.873
C  7.397  2.183  6.292
C  8.540  1.163  6.334
C  8.120  -0.109  5.732
N  7.790  -1.107  5.256
H  6.540  1.617  4.373
H  6.147  3.251  4.889
H  7.763  2.893  4.273
H  6.548  1.805  6.866
H  7.728  3.102  6.778
H  8.843  0.976  7.364
H  9.408  1.538  5.790
C  -7.948  2.730  -4.931
C  -7.318  3.582  -3.834
C  -6.086  2.923  -3.203
C  -6.445  1.641  -2.586
N  -6.747  0.644  -2.093
H  -8.311  1.779  -4.540
H  -8.800  3.247  -5.371
H  -7.231  2.522  -5.728
H  -8.063  3.780  -3.061
H  -7.026  4.547  -4.252
H  -5.661  3.571  -2.436
H  -5.318  2.746  -3.960

=====

- What is the total charge in the second record?
  +1

=====

- The lowest largest force on an atom belongs to which entry?
  C4H9N2

=====

- Which formula does entry 2 have?
  C39H65Cl2N10O5